# 1
C13H38AuClSi4Yb | ωB97M-V/def2-TZVPD

Properties
2S+1 ... 4
Gap between HOMO and LUMO (alpha / beta) ... 4.15 / 6.63 eV
Max |F| ... 1.60 eV/A
Expectation value of S² ... 3.766
Charge ... -1
E ... -93351.5882 eV

Cartesian coordinates (Å):
H -0.40857 0.91687 -4.81957
H 1.55529 -2.91983 5.22181
H -2.31422 -1.77466 4.02739
H 4.80088 0.93330 2.30472
H -0.41395 -0.05918 5.86472
Cl -2.74909 -1.72012 -0.20948
Au -0.92545 1.66825 -2.43877
H -2.14023 1.34827 -4.76062
H 0.16374 -3.97791 1.23064
H 0.56725 2.77419 -0.43265
H 0.01800 -3.78557 5.34175
H 3.00946 0.47806 5.30984
H -2.24438 -3.48869 3.56873
Si 2.99900 -0.54641 3.03279
H 1.52253 1.56035 -1.42764
C 0.07296 0.82638 5.43794
H -3.37297 1.46957 -0.96735
C -1.96547 1.08505 3.27695
H -2.31754 -2.24572 2.30330
C 0.56214 -3.98981 2.25312
C -1.34469 0.79749 -4.27415
H -0.44965 1.70691 5.84441
H 1.10570 0.86757 5.80269
H 2.93795 -1.27009 5.43840
H 4.06817 -2.14797 1.34832
H 3.54691 -3.02545 2.79626
H -2.26716 1.94824 3.89222
H 4.42861 -0.47997 4.97280
H -3.39862 2.63797 -2.35499
Yb -1.18953 0.14526 -0.01613
H 4.97137 -1.97460 2.85162
C 3.33964 -0.44915 4.84916
H 2.24556 -1.71374 0.22229
Si -0.01607 -2.52361 3.28325
H 1.17692 -0.41927 -0.33039
H 0.09371 -2.07229 5.76182
Si 0.90855 -0.69390 2.21263
H -1.58574 -0.25717 -4.14281
H -2.28456 1.30269 2.24079
C -1.89981 -2.47842 3.29450
Si -0.10504 0.97769 3.56052
C 0.61595 2.66261 3.15025
C 3.70663 0.99668 2.20228
C -2.81115 2.25826 -1.49569
H -0.00675 3.38017 3.70747
H 0.54172 -2.07185 0.10176
H -2.50984 0.20461 3.64152
C 3.95477 -2.07116 2.43641
H 0.54817 2.90692 2.07968
C 0.52659 1.83966 -1.02030
H 3.37512 1.92003 2.69255
H 0.16710 -4.88905 2.74969
C 1.25147 -1.27286 0.37615
H -2.54343 3.10406 -0.83274
H 1.65669 2.78099 3.47952
H 1.65318 -4.08818 2.18821
C 0.47722 -2.82390 5.06588
H 3.47106 1.07850 1.13160

Forces on the atoms, in the same order (eV/Å):
H -0.0235 -0.1364 -0.3048
H -0.0868 -0.0020 -0.0566
H 0.1768 -0.1834 -0.0895
H -0.0356 0.2745 -0.1279
H 0.1062 0.1716 -0.1801
Cl -0.8575 -0.8867 -0.2441
Au 0.2805 -1.1189 -0.5648
H -0.2139 -0.2319 -0.5059
H 0.0157 0.0768 0.2340
H 0.4296 -0.3419 0.0082
H 0.1080 0.0927 0.0965
H -0.0617 0.1029 -0.0451
H -0.0985 0.1835 -0.0045
Si 0.0213 -0.1129 -1.0023
H -0.4090 0.1486 0.5558
C -0.3940 0.5011 0.5565
H 0.0964 0.2149 -0.1848
C -0.2817 0.3925 0.1825
H 0.1500 -0.0681 0.3528
C -0.2561 -0.6778 0.1903
C -0.4104 0.5548 -0.2733
H 0.0642 -0.0730 0.2455
H -0.2688 -0.0629 -0.1829
H -0.1358 -0.0734 -0.0662
H -0.1255 0.0969 0.1871
H -0.0181 0.2914 0.0050
H -0.2360 -0.1200 -0.2074
H 0.0317 -0.0074 0.0081
H 0.1832 -0.3598 0.6053
Yb 0.9744 0.6466 0.5478
H -0.0646 -0.1870 -0.1121
C 0.4957 0.1664 0.6252
H -0.0176 0.1461 -0.0051
Si -0.0511 0.7002 -0.6001
H 0.1777 -0.4112 0.1326
H 0.0777 -0.0606 -0.1864
Si -1.4856 0.3142 0.5092
H -0.0838 0.0431 -0.0781
H 0.0405 -0.0417 0.3667
C -0.2245 -0.4426 -0.0714
Si 0.7211 -0.9544 -0.4188
C -0.3142 0.4836 0.0930
C 0.7799 -0.0032 0.1158
C -0.3711 0.7537 -0.0122
H 0.2391 0.1482 -0.1484
H -0.0373 0.2849 -0.0592
H 0.1574 0.2488 -0.2170
C 0.7275 0.0054 0.1058
H 0.0780 -0.0895 0.2694
C 0.8688 1.2042 0.5704
H 0.0617 -0.2351 -0.0968
H 0.1511 -0.0889 -0.2212
C 0.1160 -0.2556 -0.7786
H -0.2678 -0.4640 -0.1619
H -0.2940 -0.0481 -0.0672
H -0.2132 0.1052 0.0723
C 0.0381 -0.4700 0.3436
H -0.0306 -0.1446 0.2957


# 2
C13H38N2O6 | ωB97M-V/def2-TZVPD

Properties
2S+1 ... 2
Gap between HOMO and LUMO (alpha / beta) ... 8.07 / 2.87 eV
Max |F| ... 3.79 eV/A
Expectation value of S² ... 0.754
Charge ... +1
E ... -29350.3559 eV

Cartesian coordinates (Å):
C -2.61902 3.21037 3.74015
H -3.56919 3.74340 3.77426
H -3.07487 4.36683 6.02158
O -2.56638 1.36161 -2.29747
H 3.08781 -5.08008 -1.36372
O 1.28901 -3.25988 -2.31303
H -0.53007 5.41485 -1.31596
H 5.99486 -4.27865 -1.67214
H 6.77707 -2.48241 -0.29694
C -2.14502 2.87159 5.16194
H 6.48724 -1.95343 -1.87527
H -1.52770 2.80411 -1.73194
C 5.95363 -2.25537 -0.97405
H 3.54805 -2.59011 -1.65249
C -1.38043 4.73426 -1.35828
H 3.98443 -5.27323 -2.85410
H 6.25957 0.19348 0.07848
C -3.25296 2.44306 1.52434
H 4.78135 0.83692 -0.43208
C 5.26711 -3.63333 -1.18017
H 5.98868 0.23768 -1.66819
C 5.50957 0.07252 -0.70316
H -2.30118 1.26140 6.55251
C 0.00393 -2.99849 -2.84805
O -0.87772 3.43467 -1.41332
H -1.18688 -0.04762 -2.85494
H -3.07261 0.87747 5.00752
C -2.98506 -1.50628 0.06846
H -4.37180 -0.81871 -1.07467
C -1.90412 0.63576 -3.30954
H -1.96620 3.63351 6.99373
H -3.17371 1.56610 0.88188
H -1.83410 3.87028 3.37067
H -3.35538 -1.42911 1.09071
C 2.03399 -4.27016 -3.03455
O 5.01644 -1.26925 -0.63132
H -1.96667 4.83191 -2.27200
H -2.76822 3.25074 0.97591
H -1.12055 2.51937 5.04159
C -2.88173 1.67357 5.72717
H -2.03567 4.85255 -0.49528
H -2.93755 0.66059 -1.75674
N 4.08338 -3.37661 -1.99152
C 3.36534 -4.57607 -2.28948
H -3.21257 -2.50353 -0.30814
H 2.23090 -3.93678 -4.05346
H 0.06878 -2.57894 -3.85197
H -0.65178 -3.86749 -2.79346
H -3.82956 2.00383 6.15218
H 5.02027 -4.10067 -0.22688
O -2.77044 2.05757 2.84091
H -0.44866 -2.26636 -2.17928
H 1.44933 -5.18799 -3.09666
H -4.33420 2.54149 1.62097
H -2.60592 0.02868 -3.88139
O -3.50010 -0.51353 -0.81274
N -2.13447 4.00135 6.06826
H -1.39216 1.36009 -3.94306
H -1.91618 -1.29772 0.11431

Forces on the atoms, in the same order (eV/Å):
C 0.1657 -0.0678 -0.4306
H -0.2180 0.1675 -0.0092
H -0.1871 0.3872 0.5449
O 0.1699 0.3655 -0.6428
H 0.2003 0.1330 0.5447
O 1.5374 -1.0640 -0.1856
H -0.2624 0.1426 -0.0410
H -0.3173 -0.2181 -0.2597
H -0.1100 0.5935 0.8285
C 0.4355 -2.0720 -0.8972
H -0.1768 -0.0926 -0.4894
H -0.4615 -0.1522 0.0027
C 0.5387 -0.4657 -0.2634
H -0.3906 1.0860 -0.3903
C -0.4963 -0.5480 -0.5629
H 0.1142 0.0578 -0.0260
H 0.3693 -0.0632 -0.0575
C -0.5869 -1.4207 0.8001
H -0.5525 -0.5790 -0.5302
C 1.0600 2.7053 -0.9436
H -0.2241 0.2277 -0.1097
C 1.0633 -0.1293 0.7420
H -0.0039 -0.1188 0.0861
C -0.2913 0.3469 0.4534
O 1.3763 -0.8300 0.5240
H 0.3698 -0.0453 -0.0997
H 0.0968 0.1137 -0.0726
C 0.6000 0.1997 0.1581
H -0.2397 0.2886 -0.1221
C 0.1391 0.2786 0.0049
H -0.0901 0.2043 0.2158
H 0.4214 -0.1714 0.1437
H -0.2144 0.2415 -0.5005
H -0.2854 0.2193 -0.0481
C -0.4084 0.5331 0.5016
O -0.5862 -0.5151 0.2342
H -0.1215 0.9795 0.0018
H 0.1659 0.2979 0.6558
H 0.3207 0.1877 -0.0705
C -0.4169 -0.1374 0.4626
H -0.0283 0.3831 0.1453
H -0.3116 0.1405 0.7833
N 0.4401 -2.9375 2.3482
C -2.0050 0.6552 -1.8328
H 0.2809 -0.0642 -0.0207
H 0.0930 0.1091 -0.1161
H -0.0786 -0.1320 -0.1028
H 0.1585 -0.2814 -0.3122
H -0.2617 -0.0840 -0.0538
H -0.5908 0.0602 0.0884
O 0.6735 1.4334 0.2163
H 0.1333 0.1381 -0.1440
H 0.0181 -0.1541 0.0285
H -0.1238 0.8054 -0.1395
H -0.0694 0.0823 -0.3059
O -0.7413 -0.7327 0.3905
N -0.1569 0.1915 -0.9822
H 0.0223 -0.2656 -0.1327
H 0.0447 -0.4140 -0.0101


# 3
C13H40ClO11 | ωB97M-V/def2-TZVPD

Properties
2S+1 ... 2
Gap between HOMO and LUMO (alpha / beta) ... 9.95 / 2.83 eV
Max |F| ... 3.26 eV/A
Expectation value of S² ... 0.761
Charge ... 0
E ... -49159.4251 eV

Cartesian coordinates (Å):
C -0.32028 4.11147 -0.91159
O 1.77830 0.46391 -3.93988
H -1.74784 -0.50843 3.24623
H -4.46686 -3.27079 -2.10748
H -1.25084 -5.39460 -3.33366
H -3.15941 -1.64921 3.16574
H 0.04130 -0.77133 -4.43953
H 1.07178 1.47072 1.95048
O 1.38308 2.24683 2.42203
H -0.48896 2.85628 2.89889
C -2.18723 -4.83846 -3.28914
H -0.03446 3.34257 -1.62937
H 4.15014 1.59520 -0.42471
O 1.83015 -0.16686 -0.66485
C 0.21400 -3.89049 1.94269
H -2.38660 0.91000 1.56057
C 0.36156 0.18767 -4.03228
H 6.96671 1.88854 1.92678
H -0.82499 -3.70148 2.21264
H 2.07389 0.01201 -3.14615
H -1.75744 4.86712 -1.89385
C 4.18477 2.61228 -0.03427
C -3.13175 0.20085 1.92105
H -2.50228 -4.58490 -4.30134
C -4.11257 -0.14718 0.81973
H -4.08614 1.76809 2.28882
H -3.40664 -1.73205 -2.12517
H -4.72693 -0.94954 1.22823
Cl 0.56103 -0.28128 -0.03506
C 0.34332 2.35948 3.39748
H 3.22677 3.12186 0.06900
H 0.37933 -4.95783 2.08950
H 0.28753 -3.60057 0.89453
H 0.00303 0.84430 -4.82499
H -0.91503 3.62592 -0.13789
H -0.20893 0.33577 -3.11538
H -1.57470 -2.80946 -2.86319
C 6.46863 1.99351 0.96295
H -2.96946 -5.52176 -2.95848
C -2.27048 -3.54535 -2.46011
O 4.48685 2.14189 2.13092
O -3.90344 0.96243 2.77783
H 0.19372 1.37363 3.83775
O -0.16541 0.97388 -0.11939
H -3.50262 -0.66754 0.08130
O 1.20604 -3.14622 2.54109
H -3.64727 -2.52324 -3.61150
C -2.49295 -0.98822 2.61164
H 1.18880 -2.32270 2.04802
H 4.63692 3.11048 -0.89185
C 5.18236 2.80300 1.11343
O 0.85148 -0.51024 1.33919
O -0.21897 -1.30651 -0.53387
H -1.36267 -3.15720 -0.71316
H 3.57931 2.44308 2.04566
O -1.89436 -3.84423 -1.12166
H 7.15736 2.49239 0.28114
C -3.63442 -2.71459 -2.53850
H 6.31624 0.94212 0.71908
H 0.61566 4.32227 -0.39420
H 5.51358 3.83909 1.18355
H -2.05427 -1.64501 1.86045
H -4.57894 0.71699 0.34664
O -0.93233 5.18925 -1.52366
H 0.66383 3.02241 4.20115

Forces on the atoms, in the same order (eV/Å):
C 0.8404 -1.6418 0.5611
O -1.3378 -0.7120 0.3057
H 0.2304 -0.7396 0.3257
H -0.0955 0.4091 -0.1986
H 0.1369 0.5107 0.3381
H -0.2744 0.4960 0.2111
H 0.7806 -0.6684 0.2598
H 0.6373 0.0857 -0.4038
O -0.1371 -0.2132 0.1120
H -0.5843 -0.4952 0.3518
C -1.4693 0.5338 -0.1263
H -0.1049 -0.2382 -0.2449
H -0.4589 -0.2283 0.7598
O 0.5126 0.2905 -0.5417
C -0.4121 -0.8919 -1.3162
H 0.7911 -0.4509 -0.4725
C 0.1103 0.6302 -1.1041
H -0.0001 0.5660 0.2156
H -0.1113 0.4522 0.5849
H 0.3449 -0.0442 0.0442
H -0.0338 0.1462 -0.0823
C 2.0001 1.2693 -2.2352
C -1.0194 0.1064 -1.1601
H 0.2454 -0.0008 -0.2338
C 1.8575 -1.6983 -0.6861
H -0.2713 0.1602 0.3100
H -0.4399 -0.1900 0.5694
H -0.7794 0.5392 -0.1579
Cl -0.7449 1.5781 -0.9068
C 0.7344 0.7472 0.0999
H -0.1121 -0.3571 0.4729
H 0.1871 0.1008 -0.1124
H -0.4149 -0.7757 -0.5735
H -0.1250 0.4664 0.3770
H -0.4546 0.0047 0.0415
H 0.2174 0.3213 0.1711
H 0.5056 -0.1253 -0.1525
C 0.2718 0.0362 0.0818
H 0.0526 -0.1782 0.2807
C -0.0383 0.7918 0.2774
O 0.0056 0.7123 2.0716
O -0.5182 1.0188 2.3782
H -0.6967 0.0983 -0.0205
O 0.6899 -0.2140 0.1945
H -0.1611 0.0068 -0.6743
O 0.3731 0.6337 0.9884
H -1.0220 -0.1345 -0.1534
C 0.1154 0.6217 -0.3627
H 0.3462 0.4542 0.5043
H -0.0631 0.3903 -0.4679
C -0.4259 -2.5001 -1.4868
O 0.4691 -0.0481 2.1104
O -0.9968 -1.7722 -1.1001
H -0.1335 0.2170 -0.3471
H -0.4047 -0.1821 0.5794
O -0.1859 -0.5492 0.3826
H 0.0564 -0.2593 -0.1559
C 2.4461 -1.2707 -0.6236
H -0.3536 0.1237 -0.6069
H -0.0356 0.8808 -0.1904
H -0.6392 0.3912 0.8385
H 0.4214 0.1950 -0.0588
H -0.2980 -0.2313 0.3041
O -0.2046 0.8355 -0.0695
H 0.1788 -0.0107 -0.0766


# 4
C13H40HfN3O6 | ωB97M-V/def2-TZVPD

Properties
Energy above the lowest of the compared OMol25 structures with the same formula, charge and spin ... 0.965 eV
Gap between HOMO and LUMO ... 1.58 eV
Max |F| ... 8.44 eV/A
Charge ... +3
E ... -32153.2253 eV

Cartesian coordinates (Å):
N 32.27904 -11.89578 -27.21557
C 22.86540 -14.61290 -21.05349
H 35.83392 -14.53968 -26.95729
C 30.45041 -13.08691 -28.40887
C 32.91712 -13.88878 -28.38871
C 26.89845 -11.20877 -18.03579
H 26.83028 -15.13491 -20.52094
O 29.94265 -10.05029 -27.22420
H 29.16570 -13.49101 -24.26423
H 29.65023 -12.62749 -27.82857
O 29.45291 -11.45091 -24.70605
H 35.70750 -13.55533 -28.35382
H 26.18340 -9.42654 -18.87690
H 26.51590 -14.04316 -22.66145
H 30.67600 -10.92268 -19.79464
C 30.18864 -11.89188 -19.90064
H 25.80867 -10.96155 -19.80391
H 32.60739 -14.88823 -28.69413
H 33.21426 -13.28264 -29.24450
C 29.82893 -12.63637 -24.13070
H 30.26585 -9.60502 -28.00748
H 26.68229 -11.57095 -23.70140
H 25.65743 -11.13855 -24.72833
H 22.69375 -14.17150 -20.07176
H 24.25382 -12.74064 -22.20564
H 27.15448 -13.64475 -19.68321
H 28.27406 -14.18597 -20.95231
H 24.82512 -10.58266 -18.39791
H 30.63264 -10.67522 -27.00148
C 26.35172 -13.45608 -21.75786
C 28.44272 -11.01503 -18.41426
N 26.56763 -10.67820 -16.71992
H 28.54443 -9.95091 -18.62729
H 30.08026 -12.50196 -23.07862
C 24.80632 -13.31996 -21.46589
H 29.11340 -11.29393 -17.60155
H 30.22342 -12.12378 -20.96511
H 26.64808 -12.26852 -17.98742
H 30.63373 -12.33750 -29.17884
O 33.89670 -14.06629 -27.43184
H 27.74765 -12.21536 -21.50522
H 31.65095 -13.84820 -26.73700
H 25.57617 -10.78023 -16.55655
H 35.35933 -15.24418 -28.51638
C 31.78277 -13.22290 -27.62003
Hf 28.22828 -9.54632 -25.54900
C 27.22631 -14.12860 -20.65730
H 32.01233 -11.81798 -26.24453
N 26.88401 -12.15925 -22.02588
H 30.79268 -13.01033 -24.47634
H 33.26757 -12.10247 -27.20251
O 24.20333 -14.63078 -21.36020
H 22.55505 -15.65567 -21.11994
H 24.69468 -12.84363 -20.49185
C 25.81221 -10.45077 -18.84101
H 26.47623 -11.43705 -21.44948
O 26.55615 -10.97691 -24.44129
H 30.72614 -12.66858 -19.35663
H 30.10189 -14.02440 -28.84215
O 28.79303 -11.66470 -19.65026
H 27.01527 -11.23756 -16.00799
H 22.32258 -14.13429 -21.86860
C 35.22514 -14.39258 -27.84939

Forces on the atoms, in the same order (eV/Å):
N -0.9100 -0.4305 0.2599
C -0.9267 -0.8155 -0.4351
H -0.3856 -0.2221 0.0848
C 0.9569 0.3471 0.0728
C -1.1971 -0.5826 -0.1784
C -0.8521 1.6005 0.9878
H 0.2781 -0.1569 0.0302
O -2.6661 1.5353 1.5262
H -0.5801 0.3105 -0.0018
H -0.0493 -0.3724 0.4641
O -2.7221 5.4881 -2.6686
H -0.2651 0.3771 -0.2879
H -0.6535 0.0995 -0.3002
H -0.3562 -0.3257 -0.0724
H 0.4242 -0.0791 0.2260
C -0.3222 1.0610 -0.6831
H -0.3661 0.6832 -0.3336
H -0.2172 -0.0452 -0.6154
H 0.2787 0.0233 -0.1883
C 0.9509 -1.2926 0.9832
H 0.0570 0.5076 -0.6963
H 1.2135 -1.3656 2.7792
H -0.6599 0.1865 -0.4692
H -0.3747 0.0933 0.0305
H 0.1908 0.2024 -0.3309
H -0.0528 0.3262 -0.0699
H -0.0579 0.0261 -0.1118
H 0.1736 0.2646 -0.0150
H 1.2894 -1.2025 0.2711
C -1.2473 -1.3382 0.6548
C -0.9082 -0.1243 -0.8748
N 1.2995 -1.8009 0.1894
H 0.0439 0.3764 0.3250
H -0.5860 0.1446 0.3419
C 0.6494 -2.0509 0.6678
H -0.1186 -0.1486 0.0610
H 0.0921 -0.2058 0.0663
H 0.2840 -0.7101 -0.3294
H 0.0505 -0.2826 -0.4808
O 1.7032 0.0141 0.5532
H 1.0751 0.5095 -0.6065
H -0.1922 -0.1308 0.1005
H -0.2431 0.5548 0.0891
H -0.6743 -0.2548 0.0252
C -1.2437 -0.2663 -0.7242
Hf 3.2115 -7.5979 1.7929
C -1.6053 -0.7190 -0.2647
H 0.3719 0.2244 0.5353
N 0.8266 1.5757 -0.2161
H 0.2483 0.3012 -0.7846
H 0.7234 1.0118 0.3265
O 2.7939 1.1854 -0.6967
H -0.1483 0.0588 0.5501
H -0.0762 0.3571 0.1680
C 1.7615 -1.2895 -1.2017
H -0.8706 0.2129 -0.0322
O 0.8396 3.0218 -3.1569
H -0.5265 -0.0335 0.4469
H 0.0334 0.1120 0.0320
O -0.5062 -0.4247 1.0007
H 0.4838 0.4082 0.6937
H -0.3740 0.6033 0.1718
C 0.6300 0.4640 0.3187